[1]
Density functional theory data (ωB97M-V with the def2-TZVPD basis set) for 4 unconnected molecules or ions with the total composition C5H7Br2Cl9.

XYZ file:
```
23
Properties=species:S:1:pos:R:3
Br 3.64922 -26.75578 0.90062
Br 5.96409 -26.66554 -3.06353
Cl 1.23217 -30.44440 -3.79337
Cl 0.77072 -22.76487 0.79821
Cl 2.31120 -27.96117 -4.84880
Cl -1.16109 -23.51378 -2.79550
Cl 2.62093 -22.71142 3.04020
Cl 1.92572 -28.23577 -2.02348
Cl 0.28195 -25.14723 -4.72840
Cl 3.61623 -22.41184 0.32394
Cl 1.46330 -24.56570 -2.14298
C 5.03122 -27.04158 -0.42558
C 4.81149 -26.10343 -1.58668
C 0.42672 -23.96550 -3.43099
C 1.31352 -28.68355 -3.60411
C 2.40035 -23.16249 1.34366
H 0.87424 -23.07033 -3.84050
H 5.07667 -25.07509 -1.36594
H 3.80432 -26.16848 -1.98152
H 0.30207 -28.31303 -3.70254
H 2.51788 -24.23512 1.28708
H 5.98771 -26.87379 0.05968
H 4.99929 -28.07494 -0.75834
```

Summary:
Orbital gap: 10.89 eV
E_LUMO: 0.016 hartree
E_HOMO: -10.465 eV
Charge: 0

The computed natural (NBO) charges, all in e, follow: -0.014 -0.017 0.014 0.019 0.030 0.018 0.014 0.017 0.019 0.017 0.017 -0.450 -0.444 -0.284 -0.291 -0.291 0.230 0.230 0.236 0.230 0.234 0.231 0.235

[2]
Density functional theory data (ωB97M-V with the def2-TZVPD basis set) for 2 unconnected molecules or ions with the total composition C5H12NO3 at a distorted geometry.

XYZ file:
```
21
Properties=species:S:1:pos:R:3
O -0.61653 2.44043 -1.71880
O -2.99860 -0.91942 -0.81240
O -0.24504 -0.49550 3.19885
N -0.83742 -0.93800 -0.56385
C 1.22355 -0.23314 1.28635
C 0.54710 -1.06218 -1.09166
C -0.09422 0.33820 2.22606
C 1.35276 0.00637 -0.22563
C -1.97568 -0.81428 -1.38570
H -1.88562 -0.45186 -2.40147
H 1.04070 -1.28877 1.48710
H 2.36607 -0.15465 -0.61172
H -0.97319 -1.18031 0.45739
H 0.09110 1.49711 2.55906
H 0.99545 0.98468 -0.45441
H -0.84455 1.86396 -0.97024
H 0.19025 2.73921 -1.46073
H 0.62664 -0.87119 -2.20426
H 2.00790 0.25428 1.75010
H -1.03413 0.29273 1.68852
H 1.06344 -2.00767 -0.75253
```

Summary:
Orbital gap: 6.02 eV
E_LUMO: 0.126 hartree
E_HOMO: -2.593 eV
Charge: -1

The computed natural (NBO) charges, all in e, follow: -0.938 -0.608 -0.925 -0.670 -0.515 -0.224 0.039 -0.396 0.517 0.119 0.199 0.171 0.445 0.026 0.168 0.482 0.456 0.193 0.196 0.082 0.183